Record 1
Molecular formula: C5H8O2
Method: DFT, ωB97M-V/def2-TZVPD

## Properties
energy	-9407.688	eV
frontier orbital gap	10.769	eV
HOMO	-9.8	eV
energy relative to the best compared isomer or geometry (same formula, charge and spin)	49.5	kcal/mol

```
! wB97M-V def2-TZVPD RIJCOSX def2/J DEFGRID3
* xyz 0 1
O 1.9357 -0.9631 -0.5198
C 1.0869 -0.3426 0.4204
C 0.6792 1.0853 0.0120
C -0.6778 0.7203 -0.5925
C -1.4742 -0.0083 0.4799
C -0.3206 -0.9978 0.2758
O -0.4607 -0.6686 -1.1589
H 1.3351 -1.1552 -1.2653
H 1.5814 -0.4201 1.3890
H 0.5638 1.7466 0.8765
H 1.3714 1.5682 -0.6829
H -1.1363 1.4468 -1.2617
H -1.7570 0.4222 1.4434
H -2.3442 -0.4081 -0.0601
H -0.3827 -2.0256 0.6442
*
```

---

Record 2
Molecular formula: C3H9NO
Method: DFT, ωB97M-V/def2-TZVPD

## Properties
energy	-6785.071	eV
frontier orbital gap (spin up / spin down)	11.302 / 7.450	eV
HOMO (spin up / spin down)	-15.3 / -15.4	eV
energy relative to the best compared isomer or geometry (same formula, charge and spin)	28.5	kcal/mol

```
! wB97M-V def2-TZVPD RIJCOSX def2/J DEFGRID3
* xyz 1 2
C -0.1237 2.2277 0.8829
C -0.3831 1.1563 0.0619
N 0.2881 0.0515 -0.3323
C -0.1112 -0.5496 -1.6378
H 0.8678 2.3495 1.3014
H -0.8854 2.9928 0.8498
H -1.4175 1.0559 -0.2871
H 1.2899 0.1081 -0.1428
H -0.6919 -1.4601 -1.4682
H 0.8068 -0.8233 -2.1435
H -0.8834 0.0829 -2.0734
H -0.1919 -1.3720 0.8326
H 0.4673 -2.2863 1.8549
O 0.2332 -2.2411 0.9184
*
```

---

Record 3
Molecular formula: C2H5NOS
Method: DFT, ωB97M-V/def2-TZVPD

## Properties
energy	-16525.163	eV
frontier orbital gap	8.399	eV
HOMO	-8.3	eV
energy relative to the best compared isomer or geometry (same formula, charge and spin)	74.2	kcal/mol

```
! wB97M-V def2-TZVPD RIJCOSX def2/J DEFGRID3
* xyz 0 1
C -0.5587 -0.5554 0.2565
C -1.2069 0.6677 0.1384
N 0.0426 -1.5287 0.4348
O 2.7521 -1.0508 -0.1776
S 2.5062 0.8304 -0.0216
H -1.7598 0.7651 -0.7652
H -2.0236 0.8896 0.8551
H -0.4594 1.4086 0.1689
H 1.8283 -1.2541 0.1493
H 2.6820 -1.3171 -1.0406
*
```

---

Record 4
Molecular formula: C5H8O
Method: DFT, ωB97M-V/def2-TZVPD

## Properties
energy	-7356.679	eV
frontier orbital gap	8.238	eV
HOMO	-7.3	eV
energy relative to the best compared isomer or geometry (same formula, charge and spin)	128.6	kcal/mol

```
! wB97M-V def2-TZVPD RIJCOSX def2/J DEFGRID3
* xyz 0 1
C -1.7170 0.1876 0.0595
C -0.6350 -0.8611 0.1291
C 0.7529 0.6835 -1.1919
C 1.3165 0.7355 0.2529
C 0.7423 -0.6205 0.5694
O 0.4743 -1.0149 -0.8259
H -1.3606 1.1901 0.2999
H -2.1940 0.2204 -0.9210
H -2.4693 -0.1091 0.8038
H -1.0062 -1.8677 0.2845
H 1.5631 0.5371 -1.9165
H 0.9042 1.5514 0.8605
H 2.4071 0.7213 0.3798
H 1.2218 -1.3536 1.2156
*
```

---

Record 5
Molecular formula: C17H15Br2F7IN4O4S2
Method: DFT, ωB97M-V/def2-TZVPD

## Properties
energy	-220901.494	eV
frontier orbital gap	7.176	eV
HOMO	-6.4	eV

```
! wB97M-V def2-TZVPD RIJCOSX def2/J DEFGRID3
* xyz -1 1
C 4.9864 -3.4996 1.2807
C 4.0450 -3.9604 0.1724
Br 4.8926 -5.5550 -0.5763
C 2.6164 -4.1783 0.7793
Br 2.0717 -6.0583 0.6342
C 1.4969 -3.3207 0.0958
I -0.3508 -3.7494 1.1982
C 1.3000 -3.7887 -1.2650
N 1.2058 -4.0455 -2.3781
C 1.6780 -1.7325 0.1165
C 2.2416 -1.4002 1.4272
N 2.6034 -1.1460 2.4836
C 2.6169 -1.1781 -1.0290
C 3.9145 -0.4970 -0.5986
C 4.6793 -0.0989 -1.8595
F 5.5136 0.9768 -1.6090
C 0.3453 -0.9976 -0.0609
C -0.1584 -0.1273 0.8876
C -1.3615 0.5402 0.6757
N -2.0645 0.3907 -0.4457
C -1.5855 -0.4623 -1.3461
C -0.4070 -1.1796 -1.2193
H 5.9724 -3.2730 0.8827
H 4.5855 -2.6441 1.8162
H 5.0961 -4.3142 1.9962
H 4.0082 -3.2957 -0.6761
H 2.6373 -4.0180 1.8497
H 2.8474 -1.9568 -1.7551
H 2.0445 -0.4265 -1.5647
H 3.7212 0.4251 -0.0528
H 4.5553 -1.1576 -0.0262
H 5.2803 -0.9337 -2.2273
H 3.9803 0.1782 -2.6519
H 0.3668 0.0308 1.8198
H -1.7406 1.2345 1.4133
H -2.1688 -0.5839 -2.2520
H -0.0891 -1.8373 -2.0143
C -3.9771 4.0158 -1.6429
F -3.2004 3.1423 -2.2892
F -3.2557 5.1161 -1.4055
F -4.9854 4.3541 -2.4512
S -4.5843 3.2477 -0.0809
O -3.3897 2.9766 0.6714
O -5.3536 2.1143 -0.5102
N -5.4299 4.4883 0.4178
S -6.2223 4.4142 1.7863
O -5.4022 4.4035 2.9663
O -7.3755 3.5580 1.7812
C -6.9116 6.1232 1.7133
F -7.6838 6.3000 0.6381
F -5.9464 7.0460 1.6831
F -7.6587 6.3399 2.8010
*
```

---

Record 6
Molecular formula: C20H23N5O2S
Method: DFT, ωB97M-V/def2-TZVPD

## Properties
energy	-43494.310	eV
frontier orbital gap	8.176	eV
HOMO	-7.7	eV
energy relative to the best compared isomer or geometry (same formula, charge and spin)	23.7	kcal/mol
SMILES	COc1ccc(NC(=O)CSc2nnc(CNc3ccc(C)cc3)n2C)cc1

```
! wB97M-V def2-TZVPD RIJCOSX def2/J DEFGRID3
* xyz 0 1
C -4.4364 5.3652 4.2040
O -4.1893 3.9900 4.0476
C -3.9469 3.5124 2.7923
C -3.9280 4.2792 1.6338
C -3.6628 3.6925 0.4076
C -3.4097 2.3304 0.3214
N -3.1149 1.6735 -0.8790
C -2.8607 2.2105 -2.0907
O -2.9483 3.3805 -2.3958
C -2.4214 1.1566 -3.1096
S -0.6446 0.7795 -2.9395
C -0.6861 -0.2961 -1.5786
N -1.7550 -0.7449 -0.9678
N -1.3457 -1.5387 0.0344
C -0.0445 -1.5703 0.0321
C 0.7791 -2.3661 0.9886
N 1.4921 -3.4487 0.3491
C 2.7920 -3.3479 -0.1160
C 3.7657 -2.5895 0.5357
C 5.0636 -2.5576 0.0640
C 5.4456 -3.2796 -1.0586
C 6.8612 -3.2521 -1.5494
C 4.4810 -4.0523 -1.6936
C 3.1794 -4.0852 -1.2372
N 0.4401 -0.7880 -0.9874
C 1.7946 -0.5191 -1.3745
C -3.4342 1.5578 1.4836
C -3.6991 2.1410 2.7013
H -4.5943 5.5169 5.2708
H -3.5828 5.9677 3.8762
H -5.3325 5.6784 3.6583
H -4.1174 5.3403 1.6655
H -3.6454 4.2962 -0.4842
H -2.9408 0.6695 -0.7777
H -2.5244 1.5626 -4.1151
H -2.9652 0.2194 -3.0064
H 0.0886 -2.7800 1.7300
H 1.4888 -1.7140 1.5005
H 0.8955 -4.0274 -0.2267
H 3.5208 -2.0336 1.4288
H 5.7972 -1.9600 0.5866
H 7.3342 -2.3010 -1.3154
H 7.4400 -4.0426 -1.0700
H 6.9020 -3.4114 -2.6246
H 4.7512 -4.6324 -2.5645
H 2.4440 -4.6917 -1.7488
H 2.1609 -1.2855 -2.0611
H 1.8310 0.4493 -1.8733
H 2.4364 -0.5049 -0.4945
H -3.2366 0.4972 1.4220
H -3.7179 1.5543 3.6059
*
```

---

Record 7
Molecular formula: C20H27N2O2S
Method: DFT, ωB97M-V/def2-TZVPD

## Properties
energy	-39082.015	eV
frontier orbital gap	7.992	eV
HOMO	-11.3	eV
energy relative to the best compared isomer or geometry (same formula, charge and spin)	0.0	kcal/mol
SMILES	Cc1ccc(S(=O)(=O)[NH+]2CCN(CCc3ccccc3)CC2)c(C)c1

```
! wB97M-V def2-TZVPD RIJCOSX def2/J DEFGRID3
* xyz 1 1
C -5.9803 -2.7256 -0.7887
C -5.0190 -1.7199 -0.2573
C -4.2454 -2.0101 0.8706
C -3.3789 -1.0666 1.3738
C -3.2708 0.1745 0.7546
S -2.1168 1.2574 1.5536
O -1.8529 0.8635 2.8904
O -2.1646 2.6288 1.1950
N -0.4648 0.7225 0.7172
C -0.4893 0.9002 -0.7379
C 0.8877 0.5735 -1.3272
N 1.8634 1.4387 -0.7119
C 3.1130 1.5983 -1.4294
C 3.9103 0.3143 -1.7288
C 4.3263 -0.4274 -0.4894
C 3.8133 -1.6869 -0.2041
C 4.1853 -2.3591 0.9478
C 5.0768 -1.7773 1.8324
C 5.6036 -0.5273 1.5520
C 5.2328 0.1405 0.3991
C 1.9465 1.1906 0.7095
C 0.5944 1.5430 1.3309
C -4.0256 0.5111 -0.3650
C -3.9602 1.8283 -1.0634
C -4.8918 -0.4696 -0.8474
H -6.8785 -2.7300 -0.1711
H -6.2733 -2.4953 -1.8087
H -5.5555 -3.7259 -0.7524
H -4.3371 -2.9706 1.3525
H -2.7957 -1.2565 2.2602
H -0.2956 -0.2591 0.9523
H -1.2593 0.2560 -1.1671
H -0.7329 1.9471 -0.9292
H 1.1002 -0.4986 -1.1646
H 0.8697 0.7629 -2.4013
H 3.7282 2.2840 -0.8453
H 2.8735 2.0875 -2.3779
H 4.8009 0.6134 -2.2849
H 3.3226 -0.3408 -2.3746
H 3.1280 -2.1555 -0.8990
H 3.7847 -3.3416 1.1500
H 5.3702 -2.3013 2.7288
H 6.3126 -0.0762 2.2294
H 5.6608 1.1074 0.1778
H 2.2000 0.1446 0.9518
H 2.7148 1.8317 1.1411
H 0.5875 1.3704 2.4079
H 0.3480 2.5877 1.1328
H -4.9694 2.1852 -1.2587
H -3.4706 1.7152 -2.0307
H -3.4333 2.5761 -0.4832
H -5.4934 -0.2328 -1.7124
*
```

---

Record 8
Molecular formula: C3H3NS3
Method: DFT, ωB97M-V/def2-TZVPD

## Properties
energy	-37151.399	eV
frontier orbital gap	7.437	eV
HOMO	-8.5	eV
energy relative to the best compared isomer or geometry (same formula, charge and spin)	93.3	kcal/mol
SMILES	S=CN(C=S)C=S

```
! wB97M-V def2-TZVPD RIJCOSX def2/J DEFGRID3
* xyz 0 1
S 2.2267 -0.3287 1.2970
C 0.9778 0.6356 0.7401
N -0.1730 0.2142 0.2490
C -0.4106 -1.0135 -0.5320
S 0.4413 -2.2036 -0.9976
C -1.1030 1.3037 0.2135
S -2.3400 1.9076 -0.6132
H 1.1070 1.7335 1.1819
H -1.3799 -0.7590 -1.4129
H -0.5494 1.9661 0.9790
*
```

---

Record 9
Molecular formula: C34H36CoN2O4S
Method: DFT, ωB97M-V/def2-TZVPD

## Properties
energy	-95469.295	eV
frontier orbital gap (spin up / spin down)	7.237 / 7.238	eV
HOMO (spin up / spin down)	-10.4 / -10.5	eV

```
! wB97M-V def2-TZVPD RIJCOSX def2/J DEFGRID3
* xyz 1 1
Co 2.3207 -0.5814 0.8129
C 2.8270 -1.3817 4.8566
C 2.3636 -1.5861 3.4466
O 2.8764 -0.8082 2.5988
C 1.4308 -2.6141 3.1056
C 0.8416 -3.3861 4.1420
C 0.0068 -4.4291 3.8784
C -0.2642 -4.7588 2.5372
C 0.2890 -4.0466 1.5074
C 1.1418 -2.9426 1.7499
O 1.6013 -2.3070 0.6984
H 3.5258 -0.5508 4.8809
H 3.3087 -2.2821 5.2413
H 1.9808 -1.1577 5.5080
H 1.0622 -3.1346 5.1711
H -0.4362 -4.9999 4.6832
H -0.9264 -5.5871 2.3125
H 0.0684 -4.2960 0.4763
C 5.3031 0.4656 0.3157
O 4.4593 -0.6983 0.3064
H 6.2757 0.2331 -0.1118
H 5.4276 0.8554 1.3270
H 4.8130 1.2104 -0.3069
H 4.8814 -1.4155 0.7928
C 1.4062 5.5375 -0.2450
C 2.6263 5.0773 0.2257
C 2.7278 3.8052 0.7679
C 1.6126 2.9716 0.8566
C 0.3881 3.4432 0.3752
C 0.2888 4.7150 -0.1664
C 1.8016 1.6024 1.3552
C 0.9571 0.5644 1.4237
C -0.4562 0.4262 1.6979
C -1.1936 -0.6872 1.2831
C -2.5429 -0.7931 1.5830
C -3.1703 0.2001 2.3212
C -2.4416 1.2941 2.7789
C -1.0955 1.4008 2.4823
H 1.3237 6.5292 -0.6706
H 3.5036 5.7093 0.1713
H 3.6856 3.4541 1.1366
H -0.4948 2.8187 0.4251
H -0.6692 5.0707 -0.5265
H 2.8477 1.3076 1.5568
H -0.7107 -1.4766 0.7361
H -3.0986 -1.6613 1.2490
H -4.2224 0.1118 2.5622
H -2.9254 2.0552 3.3783
H -0.5193 2.2402 2.8541
C -3.9230 1.8745 -2.4242
C -2.4506 1.6156 -2.7179
C -1.7923 0.8578 -1.5769
N -0.3434 0.7129 -1.7688
C 0.4194 -0.3525 -1.6645
S 2.1169 -0.1599 -1.4578
N -0.0756 -1.6105 -1.6295
C -1.2740 -2.1549 -2.1481
O -1.8079 -3.0534 -1.5479
C -1.7303 -1.6641 -3.4722
C -0.8387 -1.1917 -4.4311
C -1.3104 -0.7968 -5.6732
C -2.6699 -0.8533 -5.9500
C -3.5612 -1.3267 -4.9929
C -3.0908 -1.7453 -3.7595
H -4.4057 2.3802 -3.2602
H -4.0497 2.4988 -1.5357
H -4.4565 0.9350 -2.2537
H -1.9205 2.5609 -2.8736
H -2.3424 1.0369 -3.6374
H -2.2423 -0.1236 -1.4599
H -1.9421 1.3813 -0.6277
H 0.1844 1.5766 -1.8008
H 0.5098 -2.2469 -1.0818
H 0.2263 -1.1633 -4.2257
H -0.6159 -0.4479 -6.4270
H -3.0362 -0.5366 -6.9188
H -4.6192 -1.3805 -5.2157
H -3.7648 -2.1401 -3.0092
*
```

---

Record 10
Molecular formula: C30H66O14P2
Method: DFT, ωB97M-V/def2-TZVPD

## Properties
energy	-79421.994	eV
frontier orbital gap (spin up / spin down)	1.660 / 9.694	eV
HOMO (spin up / spin down)	0.8 / -7.4	eV

```
! wB97M-V def2-TZVPD RIJCOSX def2/J DEFGRID3
* xyz -1 2
C 4.9778 3.3533 -0.2817
O 4.5531 2.4969 0.7688
P 2.9962 2.4921 1.2996
O 1.9757 2.4250 0.2149
O 2.9796 1.3074 2.3892
C 1.8302 0.8464 2.9899
O 2.8455 3.7540 2.2737
C 2.7235 5.0914 1.7150
H 5.6131 2.7430 -0.9236
H 5.5944 4.1655 0.1033
H 4.1853 3.7192 -0.9346
H 2.0542 0.9089 4.0548
H 1.7297 -0.2262 2.8241
H 0.9008 1.3868 2.8099
H 3.6873 5.5981 1.7652
H 1.9219 5.5959 2.2543
H 2.5528 5.0885 0.6385
C -3.0961 2.3062 3.1246
O -3.0583 0.8504 3.2065
P -4.3969 0.0323 2.7191
O -4.2632 -1.4235 2.6881
O -4.7742 0.7780 1.3153
C -6.0277 0.5147 0.6520
O -5.4983 0.5727 3.7820
C -5.3077 0.3706 5.1332
H -2.7571 2.6903 4.0867
H -4.0793 2.7618 3.0065
H -2.4298 2.6857 2.3499
H -6.7254 -0.0249 1.2924
H -5.7134 -0.0467 -0.2279
H -6.5626 1.4085 0.3307
H -5.7012 1.1839 5.7429
H -4.2981 0.1682 5.4907
H -5.8263 -0.5528 5.3914
C 1.0356 2.8551 -5.1999
C 0.8798 2.6426 -3.6947
C 2.2931 3.0186 -3.2109
O 3.1027 2.7619 -4.3559
C 2.4115 2.2086 -5.4491
H 0.8974 3.9234 -5.3665
H 0.2860 2.3402 -5.8008
H 0.7380 1.5780 -3.5084
H 0.1087 3.1696 -3.1328
H 2.6276 2.4217 -2.3624
H 2.2292 4.0831 -2.9854
H 2.3408 1.1238 -5.5288
H 2.7723 2.6750 -6.3658
C -0.3256 -1.7201 4.6427
C 0.7594 -2.5448 3.9578
C 0.5989 -3.9502 4.5853
O -0.3826 -3.7808 5.6020
C -0.5501 -2.4264 5.9881
H -1.2511 -1.8159 4.0749
H -0.1067 -0.6846 4.9033
H 1.7617 -2.1253 4.0443
H 0.4689 -2.4729 2.9097
H 1.5675 -4.3243 4.9168
H 0.2810 -4.8067 3.9908
H 0.2226 -2.2562 6.7378
H -1.4618 -2.1637 6.5248
C 3.5645 -1.7619 -1.9552
C 3.6512 -0.5866 -1.0255
C 3.9450 -1.3647 0.2562
O 4.9086 -2.3388 -0.1219
C 4.7290 -2.6887 -1.5311
H 3.6014 -1.4665 -3.0038
H 2.6033 -2.2723 -1.8952
H 2.7551 0.0245 -0.9172
H 4.4327 0.1203 -1.3040
H 3.0325 -1.7757 0.6881
H 4.3037 -0.7073 1.0481
H 4.6218 -3.7694 -1.6245
H 5.5810 -2.3445 -2.1172
C 1.5039 -4.6663 -0.8860
C 0.2650 -5.4278 -0.3852
C 0.2539 -5.1050 1.1175
O 1.6201 -4.9062 1.4324
C 2.4515 -4.8808 0.2513
H 1.2508 -3.6173 -1.0396
H 1.9581 -5.0915 -1.7810
H 0.4245 -6.4986 -0.5110
H -0.6060 -5.0301 -0.9061
H -0.1128 -5.8609 1.8121
H -0.2570 -4.1522 1.2566
H 3.0239 -5.7811 0.0279
H 3.1843 -4.0798 0.3481
C -4.2424 2.5662 -5.8413
C -3.5262 1.3581 -5.2638
C -2.8314 1.9419 -3.9868
O -3.8051 2.8767 -3.5141
C -4.3183 3.5535 -4.6756
H -5.2575 2.3614 -6.1816
H -3.6999 2.9925 -6.6851
H -2.7818 0.9822 -5.9657
H -4.2504 0.5653 -5.0761
H -1.8345 2.3802 -4.0354
H -2.8010 1.1021 -3.2926
H -3.7905 4.4520 -4.9951
H -5.3547 3.8177 -4.4657
C -1.4909 -1.3947 0.4395
C -0.4490 -0.3042 0.4149
C -0.0416 -0.2507 -1.0182
O -1.2594 -0.6675 -1.6812
C -2.2773 -1.0469 -0.7466
H -2.1470 -1.3474 1.3087
H -1.0721 -2.3981 0.3626
H 0.3672 -0.5863 1.0800
H -0.8607 0.6328 0.7900
H 0.7720 -0.9450 -1.2286
H 0.2811 0.7684 -1.2308
H -2.9046 -1.8688 -1.0916
H -3.0239 -0.2635 -0.6159
*
```

---

Record 11
Molecular formula: C2HIN2O2
Method: DFT, ωB97M-V/def2-TZVPD

## Properties
energy	-17259.653	eV
frontier orbital gap	9.316	eV
HOMO	-10.7	eV
energy relative to the best compared isomer or geometry (same formula, charge and spin)	89.4	kcal/mol

```
! wB97M-V def2-TZVPD RIJCOSX def2/J DEFGRID3
* xyz 0 1
C 1.3963 -0.5803 -0.0063
C -0.0243 -0.3801 -0.2741
N 2.4824 -0.5332 0.2891
N -0.7480 0.7649 0.4403
O -0.1460 1.4732 1.2239
O -1.8782 0.9523 0.0656
I -1.1270 -2.1040 -0.0216
H 0.0449 0.4072 -1.7168
*
```

---

Record 12
Molecular formula: C3H4N4
Method: DFT, ωB97M-V/def2-TZVPD

## Properties
energy	-9129.868	eV
frontier orbital gap (spin up / spin down)	6.172 / 6.441	eV
HOMO (spin up / spin down)	-7.0 / -7.1	eV
energy relative to the best compared isomer or geometry (same formula, charge and spin)	161.2	kcal/mol
SMILES	N#CN(N)C=C=N

```
! wB97M-V def2-TZVPD RIJCOSX def2/J DEFGRID3
* xyz 0 1
N 1.3181 2.1542 0.2587
C 0.6289 1.2363 0.0593
N -0.5709 0.3922 -0.2564
N -1.8528 0.7703 0.1442
C -0.2002 -0.9327 -0.1923
C 1.1052 -1.1168 -0.0516
N 2.1833 -1.6314 0.0104
H -2.0404 1.7398 -0.1058
H -2.5429 0.0225 0.1905
H -0.9644 -1.6963 -0.1456
H 2.9360 -0.9380 0.0887
*
```